Formula: C11H25ClIN2OP2Pt
Source: the OMol25 dataset
Level of theory: ωB97M-V with the def2-TZVPD basis set

<S²> = 6.028
Kohn-Sham gap (alpha / beta) = 0.152 / 0.172 Ha
Lowest unoccupied orbital energy (alpha / beta) = -12.681 / -13.469 eV
Energy above the lowest of the compared OMol25 structures with the same formula, charge and spin = 6.8484 eV

```
! RIJCOSX wB97M-V def2-TZVPD def2/J DEFGRID3
* xyz 3 5
H -3.34 -0.79 -2.60
H -4.87 0.11 -2.09
H 0.64 2.50 3.91
H 4.67 -0.99 -1.66
Cl -0.82 -1.73 -1.74
H -0.58 4.13 2.39
H -0.12 0.52 -1.89
H -1.52 2.93 0.32
P -3.77 -0.82 -0.22
N -0.37 3.17 2.14
C -3.45 -2.60 0.09
H -5.06 0.14 1.54
H 4.16 0.45 0.78
H 4.55 -2.49 -0.70
I 2.53 -1.69 2.21
C 3.13 0.29 0.86
C 0.09 1.01 2.39
C -3.83 -0.09 -1.90
H 2.82 0.22 1.99
C 0.85 0.99 -2.15
H 0.43 0.05 2.78
H -2.70 -2.76 0.92
H -3.82 1.34 0.98
H 3.25 -1.27 -2.65
O 2.07 2.10 -0.56
H -3.31 0.10 2.05
H 2.52 1.24 0.82
H -4.47 -3.02 0.30
C 3.66 -0.61 -1.86
C -4.02 0.30 1.23
C 3.54 -2.63 -0.43
C -0.89 2.46 1.06
H 3.71 0.38 -2.30
H -2.96 -3.05 -0.76
H 0.67 2.02 -2.39
H 1.10 0.49 -3.07
N -0.71 1.12 1.28
P 2.42 -0.83 -0.48
H 3.50 -3.28 0.48
C 0.26 2.26 2.97
H -3.19 0.81 -1.92
H 3.02 -3.27 -1.08
Pt -1.77 -0.20 0.10
C 1.97 0.98 -1.12
*
```


Formula: C19H30N2O5S3
Source: the OMol25 dataset
Level of theory: ωB97M-V with the def2-TZVPD basis set

SMILES = CCc1ccc(C[C@@H](C)O)c2nsnc12.O=S1(=O)CCCC1.O=S1(=O)CCCC1
Kohn-Sham gap = 0.245 Ha
Lowest unoccupied orbital energy = -1.140 eV

```
! RIJCOSX wB97M-V def2-TZVPD def2/J DEFGRID3
* xyz 0 1
O 0.83 4.16 5.77
H -1.12 5.74 6.57
C -1.43 -1.84 -4.06
C 3.61 -2.86 -2.83
H -1.35 -0.14 -5.07
C -1.60 5.19 5.75
H 1.17 -2.02 -6.40
H -1.65 1.83 5.63
H 6.12 -1.08 -5.12
S -2.42 -0.81 1.30
C 1.88 -2.24 -5.47
H 7.02 -3.43 -5.47
O -0.73 -0.58 -4.40
H -0.99 2.48 1.39
S 2.97 -3.92 -0.42
C 7.03 -3.02 -4.35
C -0.51 -3.19 -4.19
H -2.80 1.67 2.84
N 1.54 -3.83 -1.44
C -1.06 0.33 1.11
C -1.25 2.61 6.29
C 1.13 -2.89 -4.14
H 4.00 -1.43 -6.41
H -0.42 0.24 1.99
H -3.18 2.60 7.30
S -0.50 3.87 5.27
H -3.07 -0.92 -2.67
C 1.99 -3.25 -2.76
H -4.51 0.13 1.98
C -3.70 0.43 1.31
H -1.31 -1.08 -1.88
H -0.78 -3.88 -3.26
C -1.67 1.72 1.00
C -2.99 1.70 1.76
H 8.12 -2.57 -4.21
C -2.11 -1.62 -2.58
N 4.21 -3.24 -1.50
H -2.39 -2.67 -2.09
O -0.76 3.55 3.88
O -2.56 -1.60 0.09
H -3.50 5.15 6.81
C -2.85 4.48 6.23
H -1.85 1.96 -0.05
C 4.40 -2.20 -4.10
H -1.97 3.67 8.03
H -3.43 4.11 5.37
H -0.50 2.18 6.96
H -4.09 0.53 0.29
H 6.94 -3.88 -3.55
O -2.35 -1.40 2.61
C -2.37 3.30 7.07
H -1.78 5.85 4.90
H 6.26 -1.07 -3.23
H -0.49 0.07 0.21
C 5.98 -1.78 -4.15
H -0.75 -3.83 -5.15
C 3.49 -1.89 -5.46
H -2.32 -1.97 -4.85
H -3.59 2.59 1.55
*
```


Q: Which formula does entry 2 have?
A: C19H30N2O5S3


Q: Number 2 is which compound?
A: C19H30N2O5S3


Q: What is the formula in the second record?
A: C19H30N2O5S3